This record from OMol25 describes 10 unconnected molecules or ions with the total composition C41H58F8O19. The level of theory is ωB97M-V with the def2-TZVPD basis set.

Geometry as ORCA input:
```
! RIJCOSX wB97M-V def2-TZVPD def2/J DEFGRID3
* xyz 0 1
F 0.8317 4.0209 5.2996
F -2.0017 3.8573 3.8101
F -2.9618 1.3160 1.6149
F -3.5429 2.3911 4.2878
F 1.1254 0.6035 4.5270
F 0.7571 3.2011 3.2659
F 0.8181 1.5754 6.4303
F -3.9124 3.2542 1.6361
O -0.6245 -5.6688 -1.5052
O -1.3731 3.3430 -1.1557
O 4.1179 1.7297 3.0029
O 6.1856 1.5463 3.7496
O 0.3831 -5.5376 0.4655
O -2.1700 -2.5514 5.2230
O -2.0351 3.7439 -3.2518
O -1.5034 1.6947 3.6735
O 2.6332 2.3555 -1.8008
O 1.2133 3.0374 -5.5618
O -1.2590 -1.5794 -0.6976
O -3.6477 -2.2827 -4.3306
O 3.2287 -0.7790 -2.4807
O -3.9662 -3.4723 6.1632
O 2.4945 -2.7128 -1.5880
O -0.8734 -2.6945 1.1695
O -1.6130 -1.6023 -4.8345
O 2.0177 3.8100 -0.2450
O 2.4667 1.5245 -4.5167
C 3.0529 -3.8646 -0.9070
C -3.2724 -3.8053 -2.6132
C 0.4818 1.6258 5.1351
C -2.8765 4.6497 -3.9884
C 5.4193 1.5181 2.8279
C -2.4906 2.6314 3.4994
C 2.0606 3.3621 -1.5055
C 4.3594 1.0280 0.7948
C 3.3686 1.6894 1.7622
C -1.7897 -4.6646 6.2843
C 1.4067 1.8285 -4.9710
C -2.3171 -2.3488 -4.2138
C -2.7951 -3.5399 5.9331
C -1.0120 1.5304 4.9868
C -0.4947 -4.1324 5.7256
C -1.9480 -3.5183 -3.2990
C 1.3133 4.2769 -2.4474
C -0.1263 0.4190 -0.2427
C 4.7952 -2.3526 -1.5276
C -0.7486 -2.7406 5.1408
C -1.8951 -6.1798 0.5121
C -3.2448 5.7290 -2.9751
C 1.1074 2.9187 4.5430
C 0.3725 -0.6374 0.7261
C -3.1126 5.0342 -1.6374
C 1.3866 5.0980 -0.1776
C -4.2799 -3.3998 -3.6827
C -0.1702 3.1825 -5.8879
C 4.5359 -3.8119 -1.2513
C -0.6863 -5.7987 -0.3181
C 5.7287 1.3544 1.3742
C 1.2532 5.5812 -1.6516
C 3.4091 -1.8094 -1.8992
C -2.7896 2.6003 2.0125
C -0.8421 1.8293 -5.8689
C 0.0983 1.0380 -4.9563
C -0.6098 -1.7611 0.4602
C -2.0588 3.9618 -1.9249
C -0.9043 -0.3402 -1.3346
C -1.4381 -5.6729 1.8738
C 0.0716 -5.7784 1.8580
H 0.3108 6.1345 -1.6513
H -0.1830 0.9749 -3.9052
H -1.7205 -4.6293 1.9933
H -2.8483 -5.7943 0.1661
H 4.6754 -4.4475 -2.1275
H -2.3522 5.0637 -4.8427
H 5.0661 -1.8912 -0.5694
H -3.4254 -4.7851 -2.1679
H 6.4747 0.5648 1.2966
H -1.3206 0.5388 5.3328
H 1.8524 5.8084 0.4999
H -1.5655 -4.3609 -3.8695
H 0.2891 -0.2437 1.7362
H -3.0063 5.7039 -0.7903
H 0.2757 0.0352 -5.3319
H 0.5427 -4.9921 2.4437
H -0.4265 -2.7528 4.1018
H -1.7128 -4.8433 7.3549
H 0.6117 1.1155 -0.6401
H 2.7726 -3.6739 0.1344
H -1.9473 3.0507 1.4819
H 1.3415 -1.0960 0.5214
H 1.7431 4.4437 -3.4300
H -0.3016 3.7503 -6.8118
H -1.2685 -3.1603 -2.5287
H 0.4256 -6.7598 2.1785
H -1.9893 -7.2689 0.4596
H 2.1970 2.7949 4.5973
H 6.1491 2.2420 0.9004
H -0.8966 1.2704 -6.8014
H 3.1980 2.7485 1.5681
H -1.4932 2.2117 5.6912
H -5.2565 -3.1792 -3.2619
H 0.3901 4.8614 0.2099
H 5.1311 -4.1752 -0.4137
H -0.9136 1.0529 0.1665
H -1.8155 -6.2064 2.7504
H -1.8078 0.2403 -1.5211
H -0.2994 -1.9785 5.7750
H 2.5173 -4.7599 -1.2117
H -1.8518 1.9466 -5.4785
H 4.1832 1.3682 -0.2240
H 5.5890 -2.0746 -2.2117
H -3.7788 4.0807 -4.2212
H -2.1525 -5.5898 5.8403
H -0.5983 3.8359 -5.1185
H 4.2295 -0.0556 0.8604
H -4.0578 4.5009 -1.4796
H 0.3354 3.8147 -2.6029
H 0.2459 -4.0394 6.5203
H -4.3750 -4.1654 -4.4565
H 2.0237 6.3237 -1.8535
H -0.0879 -4.8082 4.9725
H -4.2444 6.1233 -3.1573
H 2.3882 1.2202 1.7940
H -3.4246 -3.0865 -1.8015
H -2.5528 6.5677 -3.0937
H -0.3923 -0.4238 -2.2917
*
```

Properties
* LUMO: 0.00867 Ha
* DFT total energy: -3825.66777 hartree
* E_HOMO: -9.44 eV
* SMILES string: FC(F)C(F)(F)COC(F)(F)C(F)F.O=C1CCCO1.O=C1CCCO1.O=C1CCCO1.O=C1CCCO1.O=C1CCCO1.O=C1CCCO1.O=C1CCCO1.O=C1CCCO1.O=C1CCCO1
* energy above the lowest of the compared OMol25 structures with the same formula, charge and spin: 0.0 kcal/mol

***

This record from OMol25 describes 8 unconnected molecules or ions with the total composition C3H22NO9. The level of theory is ωB97M-V with the def2-TZVPD basis set.

Geometry as ORCA input:
```
! RIJCOSX wB97M-V def2-TZVPD def2/J DEFGRID3
* xyz -1 1
O 0.3211 -2.3941 -3.2400
O -0.1545 -0.7692 -1.1356
O -0.3882 1.6394 2.0795
O -2.2745 0.8592 -1.7841
O 1.9104 0.1079 -3.5542
O 1.4951 0.0703 3.0316
O -3.0694 2.3295 1.8934
O 2.9330 1.4881 -0.1221
O 2.3944 -0.8664 -0.4411
N -1.5644 -0.7057 2.2862
C -1.3328 -0.3467 0.8647
C -0.6940 -1.4417 -0.0841
C -0.6330 1.0283 0.6692
H -1.4278 1.2314 -1.8989
H 2.6796 -1.3138 -1.1378
H -2.3996 -0.3316 0.3368
H 0.0039 -2.1514 0.4336
H -2.1447 2.1415 2.2075
H 1.4150 -0.6039 -3.2196
H 1.3862 0.0959 1.9574
H 1.4234 -0.9225 -0.6114
H 0.9035 -0.6711 3.1685
H -1.3160 -1.6477 2.3925
H 0.5220 2.0052 2.0893
H 2.7749 0.5179 -0.5426
H -0.2607 -1.5607 -3.5552
H 0.2649 1.1162 0.1623
H -2.9037 1.8825 1.0204
H 2.3177 0.6252 -2.9597
H -1.8297 0.0362 -1.5125
H -1.4552 -2.0853 -0.5106
H -1.0284 -0.1002 2.9821
H -1.2748 1.7909 0.2168
H 3.1545 1.2331 0.7277
H 0.2519 -2.2868 -2.2099
*
```

Properties
* LUMO: 0.10991 Ha
* DFT total energy: -859.35892 hartree
* E_HOMO: -5.46 eV
* energy above the lowest of the compared OMol25 structures with the same formula, charge and spin: 104.9 kcal/mol